No. 1
The molecule C5H7NO, computed with wB97M-V/def2-TZVPD.

SMILES: C[C@H](C#N)CC=O
energy relative to the best compared isomer or geometry (same formula, charge and spin): 24.8 kcal per mole
LUMO: 0.0259 Eh
calculated total energy: -324.684974 a.u.
Kohn-Sham gap: 10.64 eV
HOMO energy: -9.938 eV

Positions of all 14 atoms, in Å:
C -1.61323 -1.15049 -0.05988
C -0.62954 -0.12435 0.53134
C 0.84639 -0.37420 0.11207
C 1.66220 0.82042 -0.40698
O 2.85783 0.74596 -0.54184
C -0.97227 1.24572 0.11381
N -1.02258 2.32999 -0.28114
H -2.64547 -0.90414 0.21122
H -1.38740 -2.15340 0.31852
H -1.53679 -1.17833 -1.15289
H -0.70303 -0.15531 1.62706
H 1.41404 -0.79916 0.94452
H 0.86603 -1.12663 -0.68789
H 1.11395 1.74262 -0.68453

Atoms 1-2, force components in eV/Å:
C 0.015 -0.004 0.000
C 0.007 0.087 -0.004

***

No. 2
The molecule C6H12O, computed with wB97M-V/def2-TZVPD.

SMILES: CCC/C=C/CO
energy relative to the best compared isomer or geometry (same formula, charge and spin): 73.8 kcal per mole
LUMO: 0.0333 Eh
calculated total energy: -310.941624 a.u.
Kohn-Sham gap: 10.12 eV
HOMO energy: -9.210 eV

Positions of all 19 atoms, in Å:
C -1.24259 2.44060 0.32247
C 0.22695 2.43766 0.74907
C 0.55279 0.96047 1.33012
C -0.36732 -2.26819 -0.78905
O 0.61167 -2.42608 -1.93376
C 0.22142 -1.40891 0.21600
C 0.26054 -0.02110 0.24512
H -1.65444 2.17124 -0.70617
H -2.03180 2.01312 1.08022
H -1.47821 3.55172 0.18791
H 0.41073 3.13618 1.53724
H 0.89019 2.45624 -0.09135
H 1.63604 0.90532 1.69681
H 0.04642 0.84457 2.38843
H -0.67579 -3.35881 -0.64813
H -1.27323 -1.71268 -1.19059
H 1.33008 -1.84162 -1.89739
H 0.34916 -1.96285 1.20811
H -0.35335 0.36308 -0.53744

Atoms 1-2, force components in eV/Å:
C -2.854 2.419 -0.336
C -0.684 -4.207 0.573

***

No. 3
A structure of composition C34H39Br28ClFO9P, computed with wB97M-V/def2-TZVPD.

energy relative to the best compared isomer or geometry (same formula, charge and spin): 0.0 kcal per mole
LUMO: -0.0691 Eh
calculated total energy: -74969.599185 a.u.
Kohn-Sham gap: 7.30 eV
HOMO energy: -9.183 eV

Positions of all 113 atoms, in Å:
O 4.86003 -0.37101 1.73856
C 5.03442 -0.52626 0.49388
O 5.10678 -1.89263 0.05031
C 5.22386 0.67572 -0.52987
C 4.35231 0.45961 -1.86319
C 3.08219 1.45831 -1.99059
C 1.72898 0.83311 -1.38283
C 1.02783 -0.35219 -2.15021
Br 1.92195 -0.88071 -3.85966
C -0.28588 -1.04200 -1.63332
C -0.87856 -0.49678 -0.27007
C -0.18176 0.68842 0.49414
C -0.74739 1.26062 1.87505
C -1.81031 2.44362 1.53445
C -3.30817 2.12995 2.01750
C -4.24086 3.45326 2.10819
O -4.49448 4.14836 1.08595
O -4.80570 3.77526 3.40254
C 1.12201 1.39381 -0.05616
C 1.81238 2.64444 0.70910
C 2.72515 2.17076 1.94813
C 2.99788 3.33436 3.03446
Cl 1.46571 4.01315 3.79443
C -2.21990 -1.19111 0.23690
O -2.85527 -0.82900 1.28362
C -2.93204 -2.39635 -0.56874
C -4.26269 -3.06452 0.07130
P -3.69027 -4.20041 1.46147
O -4.27358 -5.62971 1.33343
O -4.18634 -3.52552 2.97109
O -1.96516 -4.21670 1.55528
C -2.36879 -2.82897 -1.80666
C -3.11083 -4.00466 -2.64084
C -2.69679 -5.48869 -2.10935
C -1.65295 -6.14700 -3.16902
F -0.32448 -5.61991 -2.84993
C -1.01262 -2.20173 -2.42879
O -0.62710 -2.73307 -3.49847
H 4.83073 -2.48028 0.80161
H 6.33734 0.71971 -0.84603
H 4.97543 1.70590 -0.11348
H 4.99993 0.46483 -2.82064
H 3.92858 -0.61651 -1.80407
H 3.36992 2.46325 -1.53624
H 2.91992 1.65735 -3.11974
H 0.06372 1.76822 2.52627
H -1.19638 0.44767 2.56147
H -1.78774 2.74915 0.41894
H -1.48016 3.40013 2.10092
H -3.79708 1.49642 1.17994
H -3.36418 1.49633 2.96854
H -5.41601 3.03898 3.66370
H 2.31477 3.37997 -0.00119
H 0.92289 3.22206 1.17785
H 2.28459 1.24421 2.48060
H 3.75013 1.86032 1.55438
H 3.60510 2.87319 3.90328
H 3.65339 4.17841 2.61576
H -4.93748 -3.54780 -0.70561
H -4.88788 -2.22489 0.56475
H -3.39065 -3.58324 3.56314
H -1.58402 -4.49152 0.69219
H -2.79845 -3.99279 -3.75478
H -4.25667 -3.85349 -2.66561
H -3.61928 -6.16737 -2.04419
H -2.10871 -5.44937 -1.11725
H -1.63464 -7.28743 -3.11539
H -1.87789 -5.86348 -4.25063
C 1.41370 -8.44915 -4.07783
Br 3.02968 -7.81144 -4.93937
Br 0.22368 -9.32523 -5.33632
Br 1.80810 -9.58007 -2.55187
H 0.88808 -7.57330 -3.69802
C 6.57900 -10.45947 -5.58104
Br 4.86776 -11.31059 -5.91122
Br 8.03969 -11.43118 -6.40844
Br 6.56829 -8.59161 -6.10522
H 6.74649 -10.48741 -4.50549
C 8.90969 -1.96793 -1.14202
Br 10.25191 -2.93457 -2.15463
Br 9.68962 -1.00261 0.34992
Br 7.84606 -0.81077 -2.27773
H 8.23195 -2.70970 -0.72167
C -6.11493 7.11705 -0.39305
Br -4.23948 7.47180 -0.04895
Br -7.07006 6.66137 1.23288
Br -6.96418 8.58051 -1.34372
H -6.15968 6.24557 -1.04457
C 0.25652 8.03872 2.58107
Br -1.46243 7.19747 2.26846
Br 1.70467 7.06754 1.73089
Br 0.24669 9.90979 2.07013
H 0.43724 8.00258 3.65434
C 7.84058 2.23052 2.11101
Br 9.54011 2.71082 1.30952
Br 7.97986 2.03709 4.03520
Br 6.43620 3.47365 1.61189
H 7.56220 1.25539 1.71174
C 7.84368 1.21446 -6.04029
Br 8.75731 2.69084 -5.17580
Br 8.87999 -0.42329 -5.95776
Br 6.04860 0.96977 -5.34323
H 7.74299 1.47448 -7.09289
C -9.60827 6.37999 4.67012
Br -11.32713 5.53251 4.37083
Br -8.16523 5.40711 3.81247
Br -9.62482 8.24860 4.15103
H -9.42030 6.34887 5.74222
C -13.98837 2.86620 7.08188
Br -12.66194 1.90147 6.04692
Br -13.18629 3.82865 8.56268
Br -15.06619 4.02965 5.96493
H -14.65993 2.12400 7.51052

Atoms 1-2, force components in eV/Å:
O 0.594 0.003 -4.483
C -0.299 -0.810 4.014

***

No. 4
A structure of composition C8H12N7ReS2, computed with wB97M-V/def2-TZVPD.

energy relative to the best compared isomer or geometry (same formula, charge and spin): 2.8 kcal per mole
expectation value of S²: 3.816
LUMO (spin up / spin down): -0.4465 / -0.4796 Eh
calculated total energy: -1568.945353 a.u.
net charge: +3
Kohn-Sham gap (spin up / spin down): 6.55 / 5.76 eV
spin multiplicity: 4
HOMO energy (spin up / spin down): -18.704 / -18.814 eV

Positions of all 30 atoms, in Å:
Re -0.77481 0.20453 -0.20892
N -0.56950 -3.64550 -2.14563
C -0.67295 -2.68560 -1.26406
S 0.51973 -1.30338 -1.34719
N -1.56429 -2.68337 -0.31630
N -1.57095 -1.59903 0.45649
C -2.03453 -1.67530 1.67470
C -1.75779 -0.53413 2.50787
C -2.02686 -0.47461 3.86319
C -1.55770 0.61332 4.60025
C -0.83453 1.60594 3.95747
C -0.61350 1.50408 2.59054
N -1.07260 0.46815 1.87520
H 0.19383 -3.70085 -2.80539
H -1.22608 -4.41787 -2.13533
H -2.49205 -2.58936 2.03856
H -2.57292 -1.28207 4.33447
H -1.74496 0.67178 5.66509
H -0.44077 2.45391 4.50086
H -0.05309 2.26618 2.06402
N -2.69293 1.60032 -0.63802
N -2.33701 2.91314 -0.98792
C -1.08575 3.24293 -1.32459
N -0.81572 4.43690 -1.78092
S 0.23002 2.10840 -1.17218
H -3.16642 1.15820 -1.42975
H -3.36982 1.63929 0.12369
H -3.08755 3.58736 -1.09140
H -1.51930 5.15026 -1.93965
H 0.13556 4.68995 -2.02083

Atoms 1-2, force components in eV/Å:
Re -0.162 -0.388 -0.010
N 0.181 -0.135 -0.264

***

No. 5
A cluster of 3 separate species, C10H15F2N2O2 in total, computed with wB97M-V/def2-TZVPD.

LUMO: -0.2315 Eh
calculated total energy: -849.330162 a.u.
net charge: +1
Kohn-Sham gap: 5.50 eV
HOMO energy: -11.803 eV

Positions of all 31 atoms, in Å:
F -1.66659 -0.49466 0.88706
C -1.10667 -0.76918 2.08233
C -1.89863 -1.55929 2.98696
C -1.20980 -1.76424 4.27900
C 0.12900 -1.15111 4.29364
N 0.77328 -0.46034 3.36616
N 0.12130 -0.26112 2.26384
F 0.69961 0.45012 1.30444
H -2.90247 -1.97750 2.77338
H -1.67305 -2.32154 5.11649
H 0.70515 -1.30620 5.23831
C 2.70279 -0.81695 -0.65102
C 3.46921 -1.84704 -1.44503
O 3.85063 -2.87423 -0.93176
C 3.73735 -1.54325 -2.89554
H 2.58486 -1.16968 0.37485
H 3.25081 0.12699 -0.63657
H 1.71288 -0.67123 -1.08977
H 4.33173 -0.63171 -2.98170
H 2.79395 -1.42806 -3.43284
H 4.29447 -2.36763 -3.33927
C -2.83395 3.60679 -2.29889
C -2.16561 2.25761 -2.24257
O -1.56697 1.80812 -3.19242
C -2.27110 1.48335 -0.95033
H -2.67659 4.04629 -3.28324
H -3.90716 3.49840 -2.13088
H -2.40121 4.26884 -1.54621
H -3.31936 1.28000 -0.72247
H -1.81201 2.05146 -0.13796
H -1.74585 0.53697 -1.05801

Atoms 1-2, force components in eV/Å:
F 1.106 -0.420 1.830
C -2.654 -0.231 -2.478

***

No. 6
A structure of composition C6H14MgO4Pt, computed with wB97M-V/def2-TZVPD.

energy relative to the best compared isomer or geometry (same formula, charge and spin): 13.5 kcal per mole
expectation value of S²: 3.760
LUMO (spin up / spin down): -0.4931 / -0.5022 Eh
calculated total energy: -855.971031 a.u.
net charge: +3
Kohn-Sham gap (spin up / spin down): 5.35 / 6.00 eV
spin multiplicity: 4
HOMO energy (spin up / spin down): -18.771 / -19.664 eV

Positions of all 26 atoms, in Å:
O 3.11422 0.20281 2.34766
Mg 4.17701 -0.62779 3.65522
C 2.98050 1.50299 1.91500
H 1.98964 1.95144 2.07142
H 2.39024 1.22791 0.41250
H 3.85896 2.14469 2.04956
O 1.74027 0.54946 -0.47798
C 1.95286 -0.78278 -0.12516
C 0.80278 -1.69738 -0.45861
O -0.38851 -0.93487 -0.25497
C -1.61825 -1.49467 -0.70755
C -2.65778 -0.41359 -0.52906
O -2.13024 0.80405 -1.07756
C -3.10336 1.84557 -1.20261
Pt -0.20808 0.86574 -0.86074
H 2.43657 -0.57928 1.20176
H 2.90787 -1.17155 -0.50570
H 0.79500 -2.59367 0.17581
H 0.84257 -2.02776 -1.50991
H -1.88223 -2.37890 -0.11312
H -1.51969 -1.78229 -1.76492
H -2.88506 -0.24712 0.53345
H -3.57780 -0.68560 -1.06224
H -2.58484 2.74369 -1.54945
H -3.86180 1.54541 -1.93532
H -3.57087 2.03346 -0.22749

Atoms 1-2, force components in eV/Å:
O 0.625 1.156 0.825
Mg -0.184 0.265 -0.254

***

Which of these has the lowest calculated total energy?
C34H39Br28ClFO9P

***

Which of these has the highest calculated total energy?
C6H12O